Computed, not measured: a single C3H5NO2 molecule in a non-equilibrium geometry, with ωB97M-V/def2-TZVPD.

Values from the calculation:
SMILES	CC1=[N+]([O-])OC1
HOMO level	-8.640	eV

ORCA input file:
```
! wB97M-V def2-TZVPD RIJCOSX def2/J DEFGRID3
* xyz 0 1
C 1.37 0.03 0.65
C -0.02 0.16 0.11
N -1.06 1.00 0.08
O -1.32 2.13 0.33
O -1.91 0.04 -0.63
C -0.82 -0.88 -0.79
H 1.83 -0.98 0.42
H 1.42 0.28 1.71
H 1.89 0.95 0.19
H -0.36 -0.97 -1.72
H -1.02 -1.75 -0.36
*
```

Results of the natural (NBO) charge analysis, in e, for atoms 1 through 5: -0.682, 0.084, 0.385, -0.404, -0.381

***

Computed, not measured: a single C3H5NO2 molecule in a non-equilibrium geometry, with ωB97M-V/def2-TZVPD.

Values from the calculation:
HOMO level	-9.920	eV

ORCA input file:
```
! wB97M-V def2-TZVPD RIJCOSX def2/J DEFGRID3
* xyz 0 1
O -2.03 1.75 0.00
C -1.02 1.22 0.19
N 0.03 0.92 0.94
C 0.32 -0.54 0.76
C 0.34 -0.70 -0.82
O 0.07 0.58 -1.31
H 0.59 1.16 -0.11
H 1.29 -0.73 1.24
H -0.44 -1.15 1.25
H -0.42 -1.43 -1.14
H 1.33 -1.06 -1.15
*
```

Results of the natural (NBO) charge analysis, in e, for atoms 1 through 5: -0.414, 0.953, -0.666, -0.259, -0.102

***

Computed, not measured: a gas-phase ion, C3H5NO2S (charge -2) in a non-equilibrium geometry, with ωB97M-V/def2-TZVPD.

Values from the calculation:
SMILES	O=C([O-])NCC[S-]
HOMO level	0.546	eV

ORCA input file:
```
! wB97M-V def2-TZVPD RIJCOSX def2/J DEFGRID3
* xyz -2 1
O 2.02 -1.48 -0.40
C 1.46 -1.00 -1.39
O 1.52 -1.20 -2.62
N 0.49 0.16 -1.08
C -0.27 -0.17 0.13
C -0.83 1.15 0.69
S -1.97 1.15 2.13
H -0.15 0.33 -1.87
H 0.49 -0.51 0.86
H -0.98 -1.05 0.07
H -1.44 1.48 -0.16
H 0.02 1.84 0.82
*
```

Results of the natural (NBO) charge analysis, in e, for atoms 1 through 5: -0.785, 0.886, -0.830, -0.733, -0.243

***

Computed, not measured: a single C3H5NO2S molecule in a non-equilibrium geometry, with ωB97M-V/def2-TZVPD.

Values from the calculation:
SMILES	C1=NOCOCS1
HOMO level	-9.568	eV

ORCA input file:
```
! wB97M-V def2-TZVPD RIJCOSX def2/J DEFGRID3
* xyz 0 1
C -1.34 1.28 0.03
N -0.21 1.84 -0.06
O 0.68 1.10 -0.85
C 1.41 0.13 -0.12
O 0.91 -1.12 -0.46
C -0.37 -1.42 0.11
S -1.80 -0.36 -0.56
H -2.12 1.84 0.54
H 2.41 0.18 -0.54
H 1.41 0.30 0.95
H -0.39 -1.32 1.16
H -0.59 -2.43 -0.19
*
```

Results of the natural (NBO) charge analysis, in e, for atoms 1 through 5: -0.086, -0.131, -0.410, 0.202, -0.517

***

Computed, not measured: a molecular structure, C3H5NO2S in a non-equilibrium geometry, with ωB97M-V/def2-TZVPD.

Values from the calculation:
HOMO level (spin up / spin down)	-9.304 / -9.302	eV

ORCA input file:
```
! wB97M-V def2-TZVPD RIJCOSX def2/J DEFGRID3
* xyz 0 1
C 0.24 -0.35 -0.10
C -0.80 -0.46 -1.10
C -0.10 0.59 0.96
N 1.32 -1.04 -0.07
O -2.88 -1.29 0.65
O -2.99 1.03 -0.37
S -2.24 -0.09 0.16
H -0.90 0.21 -1.94
H -0.89 -1.50 -1.24
H 0.57 0.37 1.90
H -0.37 1.65 0.76
H 2.05 -0.95 0.68
*
```

Results of the natural (NBO) charge analysis, in e, for atoms 1 through 5: 0.186, -0.630, -0.491, -0.583, -0.875

***

Computed, not measured: 3 unconnected molecules or ions with the total composition C3H5NO2S in a non-equilibrium geometry, with ωB97M-V/def2-TZVPD.

Values from the calculation:
⟨S²⟩	2.010
HOMO level (spin up / spin down)	-7.650 / -10.132	eV

ORCA input file:
```
! wB97M-V def2-TZVPD RIJCOSX def2/J DEFGRID3
* xyz 0 3
C 2.99 -1.98 0.13
C -1.33 -0.43 -1.02
C -1.91 -0.89 0.24
N 0.57 0.07 2.68
O 2.48 -2.83 -0.49
O 3.56 -1.15 0.64
S -3.06 -1.10 -0.95
H -1.44 0.58 -1.26
H -0.82 -1.12 -1.57
H 1.36 -0.50 2.39
H 0.14 0.50 1.84
H -0.17 -0.48 3.00
*
```

Results of the natural (NBO) charge analysis, in e, for atoms 1 through 5: 1.019, -0.498, -0.142, -1.063, -0.524

***

Computed, not measured: a single C3H5NO2S2 molecule in a non-equilibrium geometry, with ωB97M-V/def2-TZVPD.

Values from the calculation:
SMILES	COC(=S)C(=S)NO
HOMO level	-8.968	eV

ORCA input file:
```
! wB97M-V def2-TZVPD RIJCOSX def2/J DEFGRID3
* xyz 0 1
C -0.82 -0.11 1.99
O -1.31 -0.90 0.89
C -0.79 -0.79 -0.31
S -1.62 -1.37 -1.58
C 0.53 -0.08 -0.52
S 1.96 -0.47 0.26
N 0.54 0.65 -1.59
O 1.61 1.33 -2.04
H 0.04 -0.59 2.45
H -0.58 0.90 1.61
H -1.66 -0.05 2.72
H -0.24 0.69 -2.26
H 2.34 0.78 -1.62
*
```

Results of the natural (NBO) charge analysis, in e, for atoms 1 through 5: -0.264, -0.467, 0.188, -0.026, -0.031

***

Computed, not measured: 2 unconnected molecules or ions with the total composition C3H5NO3 in a non-equilibrium geometry, with ωB97M-V/def2-TZVPD.

Values from the calculation:
HOMO level	1.424	eV

ORCA input file:
```
! wB97M-V def2-TZVPD RIJCOSX def2/J DEFGRID3
* xyz -2 1
C 1.73 -0.23 1.74
C -0.59 0.57 1.14
C 0.35 -0.39 1.08
N -0.97 0.22 -2.71
O 2.46 0.54 1.06
O -1.80 -0.30 -3.79
O 1.84 -0.76 2.90
H -1.59 0.50 0.75
H -0.21 1.50 1.45
H 0.01 -0.22 -2.67
H 0.00 -1.36 0.79
H -1.24 -0.07 -1.73
*
```

Results of the natural (NBO) charge analysis, in e, for atoms 1 through 5: 0.728, -0.460, -0.237, -0.620, -0.769

***

Computed, not measured: a molecular structure, C3H5NO3 in a non-equilibrium geometry, with ωB97M-V/def2-TZVPD.

Values from the calculation:
HOMO level	-9.570	eV

ORCA input file:
```
! wB97M-V def2-TZVPD RIJCOSX def2/J DEFGRID3
* xyz 0 1
C -0.21 -0.22 1.70
C 0.87 0.62 0.79
C -0.54 -0.36 -2.23
H -1.43 -0.16 0.30
H 0.68 1.71 0.97
H 1.86 0.00 1.49
H 0.47 -0.82 -2.65
H -1.46 -0.49 -2.69
N -0.29 0.43 -1.14
O -1.23 -0.78 1.21
O 0.24 -0.22 2.79
O 1.06 0.29 -0.54
*
```

Results of the natural (NBO) charge analysis, in e, for atoms 1 through 5: 0.767, -0.221, -0.090, 0.524, 0.206

***

Computed, not measured: 2 unconnected molecules or ions with the total composition C3H5NO3 in a non-equilibrium geometry, with ωB97M-V/def2-TZVPD.

Values from the calculation:
SMILES	O=C1CO1.NC=O
HOMO level	-9.833	eV

ORCA input file:
```
! wB97M-V def2-TZVPD RIJCOSX def2/J DEFGRID3
* xyz 0 1
O -0.02 -1.62 -0.92
C 0.86 -0.81 -0.83
C 1.96 -0.26 0.02
O 1.94 -0.43 -1.44
H 1.97 0.78 0.31
H 2.66 -0.93 0.50
N -1.92 -0.02 0.57
C -1.18 1.06 0.29
O -0.34 1.13 -0.61
H -1.60 -0.92 0.22
H -2.74 0.03 1.14
H -1.58 1.98 0.74
*
```

Results of the natural (NBO) charge analysis, in e, for atoms 1 through 5: -0.603, 0.840, -0.224, -0.451, 0.206

***

Computed, not measured: a single C3H5NO3 molecule in a non-equilibrium geometry, with ωB97M-V/def2-TZVPD.

Values from the calculation:
SMILES	CC(=O)NC(=O)O
HOMO level	-10.112	eV

ORCA input file:
```
! wB97M-V def2-TZVPD RIJCOSX def2/J DEFGRID3
* xyz 0 1
C 1.04 -1.21 0.14
C 1.29 0.27 0.26
O 2.29 0.78 -0.03
N -0.29 1.08 0.00
C -1.39 0.31 -0.28
O -1.52 -0.60 -1.03
O -2.49 0.74 0.46
H 1.65 -1.76 0.86
H 0.01 -1.46 0.35
H 1.27 -1.56 -0.86
H 0.35 1.75 -0.37
H -2.21 1.66 0.51
*
```

Results of the natural (NBO) charge analysis, in e, for atoms 1 through 5: -0.737, 0.788, -0.476, -0.895, 0.867

***

Computed, not measured: a single C3H5NO3 molecule, with ωB97M-V/def2-TZVPD.

Values from the calculation:
SMILES	C=C(N)OOC=O
HOMO level	-8.734	eV

ORCA input file:
```
! wB97M-V def2-TZVPD RIJCOSX def2/J DEFGRID3
* xyz 0 1
C -0.18 -1.07 1.20
C 0.64 -0.27 0.53
N 1.78 -0.62 -0.19
O 0.36 1.09 0.54
O -0.12 1.48 -0.82
C -1.38 1.04 -1.06
O -2.04 0.35 -0.34
H 0.00 -2.14 1.25
H -1.07 -0.66 1.63
H 1.65 -1.43 -0.78
H 2.20 0.15 -0.68
H -1.72 1.41 -2.04
*
```

Results of the natural (NBO) charge analysis, in e, for atoms 1 through 5: -0.459, 0.395, -0.838, -0.240, -0.281

***

Computed, not measured: a gas-phase ion, C3H5NO3 (charge +1) in a non-equilibrium geometry, with ωB97M-V/def2-TZVPD.

Values from the calculation:
⟨S²⟩	0.773
HOMO level (spin up / spin down)	-15.951 / -15.622	eV

ORCA input file:
```
! wB97M-V def2-TZVPD RIJCOSX def2/J DEFGRID3
* xyz 1 2
C 1.22 -0.84 -0.91
N 1.28 -0.05 0.32
C -0.01 -0.03 0.98
C -1.15 0.71 0.40
O -1.46 -0.04 -0.70
O -1.69 1.73 0.74
O 1.81 -0.32 -1.83
H 0.81 -1.93 -0.91
H 1.59 1.00 0.15
H -0.53 -0.96 1.12
H 0.13 0.38 2.06
H -2.01 0.35 -1.42
*
```

Results of the natural (NBO) charge analysis, in e, for atoms 1 through 5: 0.495, -0.304, -0.405, 0.766, -0.718

***

Computed, not measured: a single C3H5NO3S molecule in a non-equilibrium geometry, with ωB97M-V/def2-TZVPD.

Values from the calculation:
SMILES	O=CNOCOC=S
HOMO level	-9.192	eV

ORCA input file:
```
! wB97M-V def2-TZVPD RIJCOSX def2/J DEFGRID3
* xyz 0 1
O 3.03 -0.57 -1.17
C 2.74 0.33 -0.37
N 1.40 0.51 0.16
O 0.79 -0.60 0.57
C -0.61 -0.73 0.14
O -1.39 0.35 0.63
C -2.57 0.36 0.15
S -3.23 -0.51 -1.08
H 3.50 1.04 -0.23
H 1.15 1.34 0.82
H -0.90 -1.67 0.49
H -0.74 -0.81 -1.04
H -3.17 0.95 0.93
*
```

Results of the natural (NBO) charge analysis, in e, for atoms 1 through 5: -0.549, 0.490, -0.365, -0.364, 0.189

***

Computed, not measured: a single C3H5NO4 molecule in a non-equilibrium geometry, with ωB97M-V/def2-TZVPD.

Values from the calculation:
SMILES	NC(=O)[C@@H](O)C(=O)O
HOMO level	-10.607	eV

ORCA input file:
```
! wB97M-V def2-TZVPD RIJCOSX def2/J DEFGRID3
* xyz 0 1
N -0.32 -0.75 -1.75
C -0.44 0.04 -0.75
O -1.07 0.99 -0.92
C -0.14 -0.26 0.55
O 0.39 -1.46 0.84
C 0.74 0.80 1.20
O 1.66 0.55 1.84
O 0.37 2.07 0.78
H -0.11 -1.74 -1.73
H -1.03 -0.60 -2.66
H -1.14 0.06 1.23
H 1.27 -1.52 1.43
H -0.17 1.83 -0.06
*
```

Results of the natural (NBO) charge analysis, in e, for atoms 1 through 5: -0.762, 0.600, -0.606, -0.093, -0.726

***

Computed, not measured: a single C3H5NO4 molecule in a non-equilibrium geometry, with ωB97M-V/def2-TZVPD.

Values from the calculation:
SMILES	O=C1NOCOCO1
HOMO level	-10.434	eV

ORCA input file:
```
! wB97M-V def2-TZVPD RIJCOSX def2/J DEFGRID3
* xyz 0 1
O 2.56 0.00 -0.17
C 1.37 0.02 0.01
N 0.55 -1.04 0.55
O -0.56 -1.30 -0.37
C -1.81 -0.61 -0.04
O -1.76 0.73 -0.23
C -0.55 1.23 0.40
O 0.63 1.08 -0.33
H 1.04 -1.89 0.38
H -2.63 -0.86 -0.70
H -2.05 -0.98 1.09
H -0.79 2.29 0.60
H -0.41 0.76 1.43
*
```

Results of the natural (NBO) charge analysis, in e, for atoms 1 through 5: -0.547, 0.868, -0.391, -0.420, 0.210

***

Computed, not measured: a molecular structure, C3H5NO4 in a non-equilibrium geometry, with ωB97M-V/def2-TZVPD.

Values from the calculation:
HOMO level	-10.274	eV

ORCA input file:
```
! wB97M-V def2-TZVPD RIJCOSX def2/J DEFGRID3
* xyz 0 1
C -1.39 -0.20 -1.06
C -0.95 -0.36 0.92
C -0.33 0.51 -0.23
N 2.00 -0.35 0.12
O 2.62 -1.34 0.09
O 2.74 0.89 0.30
O -1.91 -1.07 -0.01
O 0.32 1.50 -0.39
H -2.17 0.53 -1.25
H -1.23 -0.83 -1.96
H -0.34 -1.18 1.44
H -1.43 0.29 1.66
H 2.08 1.62 0.38
*
```

Results of the natural (NBO) charge analysis, in e, for atoms 1 through 5: -0.206, -0.200, 0.598, 0.348, -0.245

***

Computed, not measured: a single C3H5NO5 molecule in a non-equilibrium geometry, with ωB97M-V/def2-TZVPD.

Values from the calculation:
SMILES	O=[N+]([O-])O[C@@]1(CO)CO1
HOMO level	-10.698	eV

ORCA input file:
```
! wB97M-V def2-TZVPD RIJCOSX def2/J DEFGRID3
* xyz 0 1
O 3.04 0.00 0.32
N 1.99 0.00 -0.21
O 1.67 0.17 -1.35
O 1.02 -0.43 0.68
C -0.41 -0.36 0.25
C -0.90 1.04 0.10
O 0.06 2.03 0.34
C -0.95 -1.55 -0.40
O -1.20 -1.22 0.92
H -1.70 1.10 0.89
H -1.30 1.31 -0.91
H 0.81 1.71 0.92
H -1.93 -1.45 -0.93
H -0.20 -2.34 -0.61
*
```

Results of the natural (NBO) charge analysis, in e, for atoms 1 through 5: -0.319, 0.732, -0.360, -0.380, 0.433

***

Computed, not measured: a gas-phase ion, C3H5NOP (charge -1) in a non-equilibrium geometry, with ωB97M-V/def2-TZVPD.

Values from the calculation:
HOMO level	-2.014	eV

ORCA input file:
```
! wB97M-V def2-TZVPD RIJCOSX def2/J DEFGRID3
* xyz -1 1
C 0.38 0.00 1.26
C -0.97 -0.02 0.65
C 1.40 -0.21 -1.22
N -1.08 0.33 -0.82
O -1.52 1.44 -1.17
P 1.85 0.06 0.38
H 0.21 -0.28 2.37
H -1.22 -1.20 0.70
H -1.73 0.71 1.12
H 0.59 -0.84 -1.33
H 2.08 0.01 -1.93
*
```

Results of the natural (NBO) charge analysis, in e, for atoms 1 through 5: -0.861, -0.349, -1.057, 0.090, -0.405

***

Computed, not measured: a molecular structure, C3H5NOS in a non-equilibrium geometry, with ωB97M-V/def2-TZVPD.

Values from the calculation:
HOMO level	-8.961	eV

ORCA input file:
```
! wB97M-V def2-TZVPD RIJCOSX def2/J DEFGRID3
* xyz 0 1
C 0.84 -1.21 -0.09
C -0.15 1.13 -0.12
C -1.32 0.73 0.47
H 1.38 -1.81 -1.47
H 1.73 -1.33 1.13
H -0.76 -1.57 0.14
H 1.73 0.39 -0.89
H -1.70 1.27 1.42
N 0.87 0.26 0.06
O -0.22 2.36 -0.38
S -2.41 -0.23 -0.27
*
```

Results of the natural (NBO) charge analysis, in e, for atoms 1 through 5: -0.482, 0.534, -0.292, 0.228, 0.234

***

Sequential energy above the lowest of the compared OMol25 structures with the same formula, charge and spin output: 132.9, 85.6, 10.9, 69.5, 94.4, 6.7, 71.3, 3.7, 138.7, 62.9, 72.8, 106.1, 36.7, 96.1, 59.1, 81.0, 137.0, 124.8, 33.2, 221.5 kcal/mol